{"formula": "C4H7N2P", "method": "ωB97M-V/def2-TZVPD", "species": ["C", "C", "C", "C", "N", "N", "P", "H", "H", "H", "H", "H", "H", "H"], "coordinates": [[0.985, 0.408, 0.576], [0.337, 1.522, -0.090], [0.756, -0.857, 0.228], [-0.916, 1.422, -0.533], [-1.681, -0.223, 1.284], [-0.051, -1.191, -0.880], [-1.912, -0.104, -0.250], [1.642, 0.627, 1.401], [0.890, 2.451, -0.157], [1.170, -1.689, 0.777], [-1.422, 2.263, -0.988], [-2.268, -0.924, 1.723], [0.163, -0.648, -1.714], [-0.086, -2.184, -1.079]], "mulliken_charge": [-0.148, -0.253, -0.321, -0.607, -0.510, -0.513, 0.095, 0.333, 0.382, 0.322, 0.421, 0.223, 0.326, 0.251], "relative_energy_kcal_mol": 36.39, "orbital_gap_ev": 8.553, "total_energy_ha": -607.40132, "homo_ev": -8.10, "largest_force_ev_per_a": 1.38}